Version P
DFT (wB97M-V/def2-TZVPD) results for one molecule with the formula C3H7N3.

Positions of all 13 atoms, in Å:
N -0.914 -0.534 0.008
N 0.447 0.699 1.417
N -1.435 1.666 0.362
C 1.325 -1.119 -0.876
C -0.556 0.646 0.642
C -0.124 -1.305 -0.597
H 0.540 1.578 1.918
H 1.663 -0.148 -0.527
H 1.517 -1.236 -1.942
H -1.463 2.452 0.992
H -2.309 1.411 -0.067
H 1.881 -1.892 -0.348
H -0.573 -2.218 -0.981

Its total charge is 0. The structure (SMILES) is [H]/N=C(N)/N=C\C. As for the orbital gap: 10.24 eV.

Version Q
DFT (wB97M-V/def2-TZVPD) results for C3H7N3 as an isolated structure.

Positions of all 13 atoms, in Å:
N -1.015 -2.417 0.880
N -0.979 -0.730 -0.061
N -0.771 -1.061 1.229
C -0.863 -2.013 -0.397
C 1.360 1.299 0.091
C 0.135 1.133 -0.715
H -0.813 1.596 -0.464
H 2.315 0.982 -0.358
H -1.439 -0.471 1.684
H 0.133 1.041 -1.848
H -0.774 -2.369 -1.418
H 1.609 2.351 0.387
H 1.102 0.659 0.992

Its total charge is 0. As for the orbital gap (alpha / beta): 7.97 / 7.90 eV.

Version R
DFT (wB97M-V/def2-TZVPD) results for one molecule with the formula C3H7N3.

Positions of all 13 atoms, in Å:
N 0.029 -1.190 -0.602
N 1.856 -0.092 0.584
N 0.544 -0.437 0.577
C -1.070 -0.508 -0.983
C -0.328 0.678 0.866
C -1.349 0.610 -0.273
H 2.141 0.649 -0.068
H -1.793 -0.693 -1.909
H -2.179 1.261 -0.562
H 2.406 -0.900 0.443
H -0.575 0.543 1.937
H -0.065 -2.229 -0.334
H 0.145 1.615 0.783

Its total charge is 0. The structure (SMILES) is NN1CC=CN1. As for the orbital gap: 8.76 eV.

Preferred: version P; penalty for the next structure: 70.2 kcal/mol.

Version P
DFT (wB97M-V/def2-TZVPD) results for one molecule with the formula C3H7N3.

Positions of all 13 atoms, in Å:
N 2.069 -0.195 -0.122
N -0.070 -1.076 0.132
N 1.189 -1.218 0.051
C -2.293 -0.464 0.128
C 1.892 1.091 0.079
C -0.894 -0.211 -0.238
H -2.467 -1.168 0.829
H -2.868 -0.515 -0.775
H 2.685 1.855 0.349
H 0.878 1.269 0.239
H 3.089 -0.396 -0.226
H -0.578 0.599 -0.929
H -2.632 0.429 0.483

Its total charge is 0. As for the orbital gap (alpha / beta): 7.79 / 7.79 eV.

Version Q
DFT (wB97M-V/def2-TZVPD) results for a 2-piece molecular cluster, C3H7N3 overall.

Positions of all 13 atoms, in Å:
N 0.871 -1.432 1.386
N 0.200 -0.002 -1.115
N 0.758 0.939 1.611
C -1.237 -0.085 -1.340
C 0.657 1.506 0.575
C 0.860 -0.417 2.108
H 0.902 -0.446 3.191
H 0.696 0.130 -1.994
H 0.781 -1.192 0.374
H 0.427 1.388 -0.631
H -1.742 -0.236 -0.382
H -1.480 -0.950 -1.967
H -1.694 0.798 -1.815

Its total charge is 0. As for the orbital gap (alpha / beta): 8.73 / 8.73 eV.

Preferred: version Q; penalty for the next structure: 9.7 kcal/mol.

Version P
DFT (wB97M-V/def2-TZVPD) results for a 2-piece molecular cluster, C3H4BN overall.

Positions of all 9 atoms, in Å:
N -2.867 1.340 1.426
C -1.758 1.141 1.149
C -0.516 0.760 0.607
C 0.680 1.164 1.084
B -1.027 -1.134 -0.922
H 0.855 1.951 1.816
H -1.703 -1.976 -0.493
H -0.231 -0.814 -1.791
H 1.508 0.763 0.594

Its total charge is 0. As for the orbital gap: 8.07 eV.

Version Q
DFT (wB97M-V/def2-TZVPD) results for C3H4BN as an isolated structure.

Positions of all 9 atoms, in Å:
N -2.654 -0.652 0.991
C 0.985 0.375 0.501
C -1.098 0.066 -0.785
C -2.014 -0.380 0.041
B 0.382 -0.053 -1.014
H 1.936 0.921 0.759
H 0.072 0.668 0.970
H 1.206 -0.994 0.403
H 1.184 0.049 -1.865

Its total charge is 0. As for the orbital gap (alpha / beta): 7.22 / 7.22 eV.

Preferred: version P; penalty for the next structure: 4.8 kcal/mol.

Version P
DFT (wB97M-V/def2-TZVPD) results for a 2-piece molecular cluster, CHNOS overall.

Positions of all 5 atoms, in Å:
S -1.306 -1.132 2.348
O -1.990 -0.105 1.574
N 1.235 0.803 -0.307
C 1.087 0.421 -1.369
H 0.974 0.012 -2.245

Its total charge is 0. The structure (SMILES) is C#N.O=S. As for the orbital gap (alpha / beta): 7.79 / 7.78 eV.

Version Q
DFT (wB97M-V/def2-TZVPD) results for a 2-piece molecular cluster, CHNOS overall.

Positions of all 5 atoms, in Å:
S 4.188 0.116 -0.007
O -0.583 0.945 -0.005
N 1.416 0.080 0.064
C 2.602 0.174 0.077
H -0.887 0.034 0.004

Its total charge is 0. As for the orbital gap (alpha / beta): 9.63 / 6.59 eV.

Preferred: version P; penalty for the next structure: 34.9 kcal/mol.

Version P
DFT (wB97M-V/def2-TZVPD) results for a 2-piece molecular cluster, C2H6O overall.

Positions of all 9 atoms, in Å:
O -1.299 1.688 1.343
C 1.093 -1.036 -0.791
C -0.039 -0.359 -0.456
H -0.959 -0.540 -1.022
H -0.557 1.391 1.918
H 2.063 -0.801 -0.338
H 1.073 -1.778 -1.597
H -0.075 0.382 0.351
H -1.300 1.052 0.592

Its total charge is 0. The structure (SMILES) is C=C.O. As for the orbital gap: 11.39 eV.

Version Q
DFT (wB97M-V/def2-TZVPD) results for a 2-piece molecular cluster, C2H6O overall.

Positions of all 9 atoms, in Å:
O 2.285 -0.563 0.415
C -0.995 0.771 -0.695
C -1.833 0.094 0.093
H -0.879 0.392 -1.691
H -2.118 -0.895 -0.238
H -1.744 0.273 1.160
H 2.630 -0.635 1.312
H 3.003 -0.940 -0.109
H -0.349 1.503 -0.247

Its total charge is 0. The structure (SMILES) is C=C.O. As for the orbital gap: 10.72 eV.

Preferred: version Q; penalty for the next structure: 2.8 kcal/mol.

Version P
DFT (wB97M-V/def2-TZVPD) results for a 2-piece molecular cluster, C5H11O3 overall.

Positions of all 19 atoms, in Å:
O 0.684 -0.558 -2.023
O -1.063 1.006 0.960
O -1.130 -0.966 -0.831
C 1.491 0.986 0.539
C -1.281 -1.657 -3.035
C 0.273 1.255 1.572
C -0.486 -1.055 -1.852
C 0.362 0.317 2.795
H 2.471 1.205 0.864
H -2.337 -1.964 -2.733
H 1.311 -0.129 2.642
H 0.437 0.783 3.957
H -0.681 -0.265 2.880
H 0.186 2.309 1.750
H 1.387 1.576 -0.399
H -0.711 -2.431 -3.605
H 1.477 0.029 0.224
H -1.487 -0.887 -3.893
H -0.903 0.449 0.187

Its total charge is -1. As for the orbital gap: 8.31 eV.

Version Q
DFT (wB97M-V/def2-TZVPD) results for a 2-piece molecular cluster, C5H11O3 overall.

Positions of all 19 atoms, in Å:
O 2.621 -0.402 0.009
O -2.820 1.398 1.050
O 0.259 2.666 1.880
C -2.788 0.229 0.556
C -1.684 -0.502 0.186
C 1.850 -1.277 -0.780
C -0.279 -0.076 0.014
C 0.500 -0.647 -1.203
H 2.456 -1.434 -1.698
H 0.647 0.115 -1.967
H 3.053 0.318 -0.459
H -0.605 2.276 1.726
H -1.818 -1.534 -0.170
H 0.276 -0.279 0.946
H -3.751 -0.331 0.508
H -0.214 1.004 -0.209
H 1.548 -2.140 -0.194
H 0.868 2.039 1.493
H -0.121 -1.423 -1.688

Its total charge is -1. As for the orbital gap: 5.57 eV.

Version R
DFT (wB97M-V/def2-TZVPD) results for a 2-piece molecular cluster, C5H11O3 overall.

Positions of all 19 atoms, in Å:
O 0.951 -1.944 -0.247
O -0.836 1.952 0.166
O -0.050 1.391 -1.860
C -1.925 0.210 -1.183
C 1.153 -1.262 1.022
C 1.557 0.182 0.795
C -0.896 1.361 -0.919
C -0.046 -1.495 1.931
H -0.851 -0.936 1.424
H -0.238 -2.540 2.121
H 2.605 0.365 1.040
H 0.028 -0.757 2.743
H -2.044 -0.072 -2.224
H 1.022 0.898 1.381
H -2.926 0.521 -0.837
H 1.495 0.411 -0.243
H 1.998 -1.861 1.367
H -1.573 -0.559 -0.503
H 0.772 -1.299 -0.938

Its total charge is -1. As for the orbital gap: 7.88 eV.

Preferred: version R; penalty for the next structure: 20.1 kcal/mol.

Version P
DFT (wB97M-V/def2-TZVPD) results for a 2-piece molecular cluster, C5H11O3 overall.

Positions of all 19 atoms, in Å:
O 1.193 -1.847 -0.438
O 0.522 0.020 1.680
O 0.140 -3.068 -1.860
C 0.197 -2.098 -1.125
C -1.254 -0.083 -0.888
C -1.165 -1.503 -0.683
C 1.404 0.946 1.170
C 0.575 2.114 0.753
H -1.454 0.549 0.016
H -2.053 0.056 -1.694
H 0.355 2.113 -0.342
H 0.451 -0.822 0.864
H 1.937 1.347 2.110
H -0.425 0.378 -1.443
H -2.023 -2.182 -1.049
H 1.934 0.587 0.287
H -1.088 -1.699 0.492
H 1.132 3.069 0.998
H -0.378 2.124 1.150

Its total charge is -1. As for the orbital gap: 8.17 eV.

Version Q
DFT (wB97M-V/def2-TZVPD) results for a 2-piece molecular cluster, C5H11O3 overall.

Positions of all 19 atoms, in Å:
O 0.185 -1.986 -0.006
O 1.221 -2.648 -2.332
O -1.860 -2.236 0.913
C -0.943 -1.585 0.397
C -0.203 2.195 -0.333
C 0.096 0.767 0.075
C -1.167 -0.042 0.251
C 0.965 0.765 1.335
H -1.710 0.269 1.153
H 1.135 -3.588 -2.502
H 1.480 -0.157 1.574
H -0.514 2.781 0.547
H -1.830 0.155 -0.608
H 0.719 -2.511 -1.481
H 1.697 1.586 1.339
H -0.904 2.217 -1.176
H 0.311 1.011 2.197
H 0.650 0.234 -0.697
H 0.672 2.773 -0.647

Its total charge is -1. As for the orbital gap: 8.31 eV.

Version R
DFT (wB97M-V/def2-TZVPD) results for a 2-piece molecular cluster, C5H11O3 overall.

Positions of all 19 atoms, in Å:
O -1.952 2.260 -0.666
O 3.671 -0.138 -0.651
O 2.251 -1.471 -1.801
C 0.629 -0.095 0.436
C 2.563 -0.459 -1.120
C -0.659 -0.833 0.095
C 1.360 0.469 -0.812
C -1.548 -1.136 1.288
H 1.315 -0.723 1.019
H 0.371 0.717 1.104
H -1.367 -2.106 1.774
H -2.592 -1.161 0.985
H -1.508 -0.342 2.026
H -1.022 2.097 -0.414
H 1.700 1.487 -0.577
H -1.270 -0.242 -0.570
H -2.270 2.885 0.004
H -0.349 -1.733 -0.455
H 0.679 0.524 -1.666

Its total charge is -1. As for the orbital gap: 7.04 eV.

Preferred: version Q; penalty for the next structure: 16.0 kcal/mol.

Version P
DFT (wB97M-V/def2-TZVPD) results for C3H5KO3 as an isolated structure.

Positions of all 12 atoms, in Å:
K 2.685 -0.469 -0.446
O 6.647 -1.781 -1.865
O -2.219 -0.753 0.840
O 0.278 0.311 0.389
C -2.209 0.332 -0.063
C -0.895 0.860 0.800
C 5.641 -1.444 -1.494
H -3.006 1.070 0.136
H -0.945 1.957 0.595
H -0.990 0.875 1.910
H -1.878 0.039 -1.075
H -3.109 -0.997 0.273

Its total charge is 0. As for the orbital gap: 5.35 eV.

Version Q
DFT (wB97M-V/def2-TZVPD) results for C3H5KO3 as an isolated structure.

Positions of all 12 atoms, in Å:
K -2.138 -0.458 -0.550
O 0.347 -0.206 -0.949
O -0.060 -0.227 1.185
O 2.194 0.567 0.566
C 0.839 -0.168 0.179
C 2.644 -0.790 0.395
C 0.343 -0.144 2.558
H 1.002 -0.985 2.803
H 3.364 -0.764 -0.446
H -0.572 -0.208 3.152
H 0.844 0.811 2.750
H 2.543 -1.375 1.333

Its total charge is 0. As for the orbital gap: 4.32 eV.

Preferred: version Q; penalty for the next structure: 9.5 kcal/mol.